C5H7O3 | wB97M-V/def2-TZVPD

CARTESIAN COORDINATES (ANGSTROEM)
C (-0.109, -2.590, -0.153)
C (0.384, -1.502, -0.048)
C (-2.419, 1.220, 0.671)
C (1.136, 0.509, -1.043)
C (0.705, -0.150, 0.227)
O (-2.003, 0.241, -0.011)
O (-3.332, 2.009, 0.414)
O (1.770, 0.137, 1.260)
H (-1.651, 1.510, 1.642)
H (-0.879, -3.354, -0.194)
H (2.187, 0.142, -1.354)
H (1.183, 1.610, -1.097)
H (0.611, 0.245, -1.902)
H (-0.183, 0.286, 0.586)
H (2.601, -0.311, 1.001)

Properties
- ΔE to the lowest compared entry with this formula, charge and spin: 3.153 eV
- Multiplicity: 1
- HOMO level: -4.26 eV
- Gap between HOMO and LUMO: 7.85 eV
- LUMO: 3.587 eV
- Molar mass: 115.11 g/mol
- Net charge: -1